1.
{"formula": "C24H50ClNO2P2Si2Tc", "method": "ωB97M-V with the def2-TZVPD basis set", "molar_mass_g_mol": 636.24, "homo_lumo_gap_ev": [5.7, 7.1], "e_tot_ev": -80336.246, "spin_multiplicity": 4, "elements": ["Tc", "C", "C", "C", "Si", "C", "C", "Si", "H", "H", "H", "Cl", "C", "C", "C", "C", "H", "H", "H", "H", "H", "H", "H", "H", "H", "H", "H", "H", "C", "C", "P", "H", "H", "P", "H", "H", "C", "C", "C", "C", "C", "H", "C", "H", "H", "H", "H", "H", "H", "H", "C", "C", "H", "H", "H", "H", "H", "H", "H", "C", "C", "H", "H", "H", "H", "H", "H", "C", "C", "H", "H", "H", "H", "H", "H", "H", "C", "H", "H", "H", "O", "N", "O"], "xyz": [[0.2041, -0.4402, 0.3994], [1.5810, -2.0534, 0.7245], [1.1735, -2.0558, -0.6443], [1.6168, -0.7840, -1.2004], [0.1279, -3.4603, -1.3063], [2.2489, -0.0359, -0.1747], [2.2089, -0.8107, 1.0578], [2.5338, -0.3855, 2.8568], [1.4593, -2.8876, 1.4078], [1.5174, -0.4795, -2.2309], [2.7136, 0.9310, -0.2966], [-1.8328, 3.4997, -1.9098], [2.2623, -1.8713, 3.9609], [4.2768, 0.2601, 3.0588], [-0.0926, -4.7806, 0.0034], [0.9023, -4.2031, -2.8396], [4.9641, -0.4474, 2.5753], [4.5160, 0.2986, 4.1304], [4.4338, 1.2534, 2.6235], [1.2087, -2.1842, 3.9537], [2.5487, -1.6175, 4.9900], [2.8831, -2.7086, 3.6185], [1.9712, -4.3610, -2.6424], [0.8003, -3.5786, -3.7343], [0.4403, -5.1808, -3.0343], [0.8745, -5.2528, 0.2206], [-0.7874, -5.5534, -0.3525], [-0.4894, -4.3429, 0.9293], [1.2611, 0.9348, 3.3583], [-1.5936, -2.7580, -1.6883], [0.6685, 1.7796, 1.8589], [1.7031, 1.6377, 4.0800], [0.4072, 0.4377, 3.8490], [-1.5016, -0.9717, -2.0306], [-2.2270, -2.8930, -0.7951], [-2.0501, -3.3232, -2.5156], [-3.2719, -0.5074, -2.4780], [-0.6621, -0.9810, -3.7471], [2.1810, 2.8587, 1.4478], [-0.5492, 3.0564, 2.4618], [-1.9964, 2.6971, 2.0946], [-0.2763, 3.9741, 1.9104], [-0.4555, 3.3289, 3.9650], [-0.6592, 2.4176, 4.5398], [-1.2182, 4.0722, 4.2297], [0.5148, 3.7304, 4.2734], [-2.1985, 2.8606, 1.0300], [-2.6809, 3.3404, 2.6645], [-2.2286, 1.6516, 2.3436], [2.9992, 2.1278, 1.3669], [2.5386, 3.8620, 2.5464], [2.0384, 3.5736, 0.1007], [2.7546, 3.3940, 3.5143], [1.7476, 4.6114, 2.6786], [3.4491, 4.3956, 2.2378], [1.9288, 2.8778, -0.7382], [2.9492, 4.1639, -0.0794], [1.1915, 4.2736, 0.1000], [0.2726, -1.5332, -3.5666], [-0.3093, 0.4399, -4.1975], [-1.4612, -1.7125, -4.8264], [-1.6474, -2.7682, -4.5933], [-0.8787, -1.6886, -5.7582], [-2.4182, -1.2122, -5.0224], [0.4850, 0.8820, -3.5866], [-1.1837, 1.1054, -4.1747], [0.0563, 0.4043, -5.2335], [-3.9451, 0.2997, -1.3601], [-4.1546, -1.6995, -2.8453], [-3.1573, 0.1531, -3.3559], [-4.2478, -2.3918, -2.0007], [-3.7981, -2.2552, -3.7178], [-5.1578, -1.3250, -3.0836], [-3.8245, -0.1905, -0.3853], [-5.0201, 0.3797, -1.5695], [-3.5468, 1.3173, -1.3011], [-0.9101, 2.1310, -1.1221], [-1.6286, 1.4845, -0.6065], [-0.3666, 1.6157, -1.9208], [-0.2035, 2.6016, -0.4271], [-1.3053, -1.6220, 2.9810], [-0.8926, -1.1386, 1.9486], [-1.7853, -0.6678, 1.0017]], "atomic_forces_ev_per_a": [[-0.9799, 1.0941, 2.8341], [0.3181, -0.2659, -0.4571], [0.8913, -0.0670, -0.4897], [0.5860, -0.9903, -0.4274], [-0.7958, -0.0254, -0.2850], [0.3064, -0.2879, -0.0741], [0.3100, 0.0327, 0.0156], [-0.3266, 0.2850, 0.2969], [-0.3222, 0.3086, -0.0276], [0.0220, 0.0321, 0.0922], [-0.0976, -0.1245, -0.0653], [0.2007, -0.3809, 0.1902], [0.0430, -0.1143, -0.3146], [0.1078, -0.1336, 0.0963], [0.3525, 0.1505, 0.0605], [0.1430, -0.1239, 0.0690], [-0.0195, 0.1957, 0.1376], [0.0690, 0.0710, -0.2329], [0.0301, -0.1959, 0.1086], [0.1886, 0.1132, -0.0190], [-0.0497, -0.0734, -0.1979], [-0.0693, 0.0327, 0.1959], [-0.1633, -0.0459, -0.1604], [0.0362, -0.1580, 0.1687], [0.1213, 0.1988, -0.0540], [-0.2118, -0.0467, 0.0662], [0.1532, 0.1922, 0.0782], [0.0281, -0.1307, -0.1661], [0.2743, 0.0483, 0.2335], [0.1139, -0.3828, -0.0198], [0.2569, -0.2215, 0.1901], [-0.1566, -0.1621, -0.1166], [0.2209, 0.0138, -0.2937], [-0.2650, 0.1483, -0.7875], [0.2470, 0.1026, -0.1834], [0.0748, 0.1140, 0.2385], [0.1961, 0.1044, -0.1399], [-0.3975, -0.1792, 0.7080], [-0.4866, -0.5218, -0.0157], [-0.2111, 0.2183, -0.2901], [-0.1201, -0.1200, 0.0138], [-0.0919, -0.1873, 0.1934], [0.0089, 0.1016, 0.0987], [0.0099, 0.2122, -0.0816], [0.1327, -0.1333, -0.0092], [-0.1713, -0.1731, -0.0254], [0.0134, -0.1218, 0.2558], [0.1153, -0.1244, -0.1625], [0.0369, 0.2138, -0.1235], [-0.1462, 0.2185, 0.0162], [0.2122, 0.1147, -0.0708], [0.2778, 0.1467, 0.0467], [-0.1227, 0.0726, -0.2291], [0.2077, -0.1611, -0.0212], [-0.1784, -0.0501, 0.1031], [-0.0843, 0.1348, 0.1519], [-0.2421, -0.0818, -0.0155], [0.1430, -0.1506, -0.0495], [-0.1670, 0.1172, -0.1463], [-0.0182, -0.1360, -0.2202], [0.2697, 0.0522, -0.2989], [-0.0071, 0.2643, 0.0431], [-0.1769, -0.0503, 0.0645], [0.2304, -0.1318, 0.0196], [-0.1565, -0.0204, -0.0860], [0.1984, -0.0923, 0.0100], [-0.0635, 0.1097, 0.1935], [-0.0301, -0.0322, 0.0994], [-0.1935, 0.0422, -0.1456], [-0.1249, -0.1859, 0.1765], [-0.0234, 0.1178, -0.1546], [-0.0324, 0.0394, 0.2319], [0.0868, -0.1236, 0.0320], [0.0110, 0.1319, -0.1554], [0.1796, 0.0377, 0.0465], [-0.0858, -0.1768, 0.0604], [0.0379, 0.8688, -0.2456], [0.3574, 0.2618, -0.2170], [-0.3080, 0.1778, 0.4479], [-0.4879, -0.2610, -0.3733], [-0.3259, -0.8335, 2.7688], [0.4607, 0.7586, -2.1054], [-0.3708, 0.3286, -1.0997]], "mulliken_spin": [1.406, -0.163, 0.194, 0.147, -0.014, -0.047, -0.023, 0.000, -0.009, 0.034, -0.015, 0.007, -0.004, 0.000, 0.007, 0.010, 0.000, 0.000, 0.000, 0.003, 0.001, -0.001, -0.001, 0.000, 0.001, 0.000, 0.000, -0.004, -0.021, 0.032, 0.115, -0.001, 0.005, -0.037, -0.003, 0.008, 0.034, -0.014, -0.018, 0.006, -0.007, 0.001, 0.005, 0.000, 0.001, 0.000, 0.001, 0.001, 0.009, 0.002, -0.001, 0.003, -0.001, 0.000, 0.001, -0.002, 0.000, 0.001, 0.006, 0.016, 0.003, 0.000, 0.000, 0.001, -0.010, 0.000, 0.000, 0.019, 0.002, 0.001, 0.001, 0.000, 0.000, 0.005, 0.002, -0.002, 0.157, -0.019, -0.063, -0.037, 0.354, 0.632, 0.283]}

***

2.
{"formula": "C13H16MoN3STe4", "method": "ωB97M-V with the def2-TZVPD basis set", "molar_mass_g_mol": 852.70, "charge": 1, "homo_lumo_gap_ev": 6.4, "e_tot_ev": -60067.835, "elements": ["Mo", "Te", "Te", "Te", "Te", "S", "N", "C", "C", "C", "C", "C", "C", "C", "C", "C", "H", "H", "H", "H", "C", "C", "C", "C", "N", "N", "H", "H", "H", "H", "H", "H", "H", "H", "H", "H", "H", "H"], "xyz": [[-1.0021, 1.0375, 0.5309], [0.1821, -0.3507, 2.4873], [-2.4862, -0.0247, 2.6768], [-2.7270, -1.3008, 0.2698], [-3.6863, 1.1026, -0.4425], [-0.9246, 3.0342, 1.0275], [8.5539, -1.6432, -1.5080], [7.4826, -1.3168, -1.2552], [6.1374, -0.9123, -0.9432], [5.4274, -1.5782, 0.0529], [4.1351, -1.1917, 0.3511], [3.5373, -0.1380, -0.3433], [4.2589, 0.5280, -1.3385], [5.5509, 0.1441, -1.6381], [2.1923, 0.2572, -0.0418], [1.0402, 0.5769, 0.1895], [5.8937, -2.3920, 0.5903], [3.5850, -1.7073, 1.1269], [3.8032, 1.3532, -1.8691], [6.1133, 0.6591, -2.4045], [-0.1403, -2.0762, -3.8139], [-0.2203, -0.5718, -3.5787], [-1.3098, 0.0440, -4.4476], [1.1376, 0.0753, -3.8571], [-0.6167, -0.4481, -2.1497], [-0.7123, 0.9098, -1.6884], [0.1434, -2.2790, -4.8457], [-1.1043, -2.5465, -3.6191], [0.6100, -2.5343, -3.1650], [-1.1021, -0.1616, -5.4973], [-1.3592, 1.1312, -4.3474], [-2.2848, -0.3789, -4.2013], [1.4352, -0.1196, -4.8873], [1.9085, -0.3362, -3.2009], [1.1157, 1.1624, -3.7408], [0.1118, -0.8679, -1.5755], [-1.5259, 1.3184, -2.1439], [0.1152, 1.4500, -1.9515]], "atomic_forces_ev_per_a": [[-0.1364, 0.1074, -0.1462], [0.0205, -0.0043, 0.1879], [0.2187, 0.1149, -0.0935], [-0.0401, -0.1871, -0.0659], [0.0549, 0.0641, -0.0320], [0.0326, -0.0482, 0.0108], [0.0069, 0.0000, 0.0002], [-0.0366, 0.0100, 0.0014], [-0.0158, 0.0189, -0.0083], [0.0228, -0.0245, 0.0150], [-0.0230, -0.0158, 0.0213], [0.0482, 0.0876, -0.0549], [-0.0475, 0.0145, 0.0142], [0.0516, -0.0136, -0.0094], [-0.0713, 0.0000, -0.0780], [-0.0533, -0.1486, 0.1480], [-0.0001, -0.0027, -0.0053], [-0.0161, 0.0071, -0.0046], [-0.0069, -0.0035, 0.0062], [-0.0014, -0.0024, 0.0009], [-0.0012, 0.0181, -0.0042], [-0.0010, -0.0040, 0.0205], [-0.0012, -0.0109, -0.0297], [-0.0184, -0.0167, 0.0034], [-0.0147, -0.0051, -0.0203], [-0.0034, 0.0727, 0.0600], [0.0014, -0.0083, -0.0056], [0.0051, -0.0038, -0.0061], [0.0024, -0.0040, -0.0017], [-0.0031, -0.0046, -0.0023], [-0.0004, 0.0002, 0.0124], [0.0037, 0.0091, 0.0043], [0.0052, 0.0132, -0.0010], [0.0029, 0.0113, 0.0021], [0.0153, 0.0012, -0.0038], [0.0048, -0.0091, -0.0016], [-0.0092, -0.0191, 0.0239], [0.0042, -0.0140, 0.0416]], "mulliken_charge": [-0.071, 0.204, 0.180, 0.192, 0.002, -0.249, -0.426, -0.106, 0.536, -0.723, -0.505, 0.850, -0.310, -0.735, 0.723, -0.910, 0.464, 0.424, 0.507, 0.465, -1.663, 1.125, -1.763, -1.481, 0.191, -0.443, 0.411, 0.391, 0.412, 0.462, 0.376, 0.395, 0.497, 0.336, 0.379, 0.345, 0.238, 0.279]}